No. 1
DFT (wB97M-V/def2-TZVPD) results for a cluster of 6 separate species, C42H35F2INO21 in total in a non-equilibrium geometry.

Results
HOMO level   -10.974 eV
Charge   +1
ΔE to the lowest compared entry with this formula, charge and spin   0.0 kJ/mol

Cartesian coordinates (Å):
C: 1.12220 -3.18841 0.26695
C: 0.36387 -3.81473 -0.91029
C: 1.41432 -4.49528 -1.80070
C: -0.22916 -2.63639 -1.71438
C: -1.46963 -2.89914 -2.56546
N: -2.63772 -3.44776 -1.83890
C: -3.40767 -2.53897 -1.18709
C: -2.94106 -1.11125 -1.23173
C: -3.61624 -0.19034 -0.27157
O: -3.77294 -0.34707 0.87592
F: -4.04009 0.91717 -0.86140
C: -4.55120 -2.93595 -0.52891
C: -4.91318 -4.26826 -0.49718
C: -4.10306 -5.17164 -1.14560
F: -4.41714 -6.45864 -1.13840
C: -2.96207 -4.75410 -1.81590
I: -1.85728 -6.25167 -2.76585
H: 1.42770 -3.91671 0.99993
H: 0.53568 -2.38447 0.70370
H: 2.01407 -2.71276 -0.13268
H: -0.38302 -4.52439 -0.55980
H: 1.00633 -4.87539 -2.73402
H: 2.15197 -3.73852 -2.05173
H: 1.94650 -5.27396 -1.26067
H: -0.35862 -1.79754 -1.03905
H: 0.51776 -2.31334 -2.43454
H: -1.19639 -3.53591 -3.39771
H: -1.75682 -1.95296 -3.00609
H: -1.88951 -1.10464 -0.96615
H: -3.01679 -0.72702 -2.24379
H: -5.19577 -2.23934 -0.02578
H: -5.80242 -4.56466 0.03329
C: 1.25524 0.56856 -4.95387
C: 0.98294 1.24771 -6.07952
C: 0.66562 0.54383 -7.37335
O: 0.41004 1.22841 -8.34150
C: 0.68369 -0.91232 -7.38888
C: 0.95840 -1.58342 -6.26429
C: 1.24899 -0.87762 -4.97129
O: 1.45694 -1.56374 -3.97973
O: 0.99324 -2.91282 -6.20327
O: 0.96718 2.56869 -6.13733
H: 1.47897 1.06160 -4.01755
H: 0.47078 -1.40888 -8.32502
H: 1.22394 -3.13414 -5.28203
H: 0.74510 2.80059 -7.06148
C: 3.06931 1.32969 2.18338
C: 2.50015 0.76414 1.11315
C: 1.00835 0.74555 0.92450
O: 0.56088 0.22542 -0.08936
C: 0.17416 1.33329 1.95021
C: 0.73906 1.90070 3.02725
C: 2.23354 1.94660 3.20365
O: 2.67079 2.49162 4.19363
O: 0.03743 2.45716 3.99682
O: 3.20524 0.17415 0.14287
H: 4.13857 1.35557 2.33458
H: -0.89773 1.29816 1.81178
H: 0.68841 2.80473 4.64083
H: 2.55425 -0.14780 -0.50793
C: 0.66188 6.65523 6.38317
C: -0.06084 7.31069 7.30400
C: -1.55826 7.17097 7.38587
O: -2.13816 7.78361 8.25989
C: -2.22508 6.31637 6.41686
C: -1.50160 5.66555 5.49745
C: -0.00363 5.78873 5.43309
O: 0.57870 5.14919 4.57186
O: -2.04247 4.86672 4.58330
O: 0.47927 8.11946 8.20070
H: 1.73661 6.74694 6.31570
H: -3.30109 6.23405 6.47438
H: -1.30054 4.51624 4.05323
H: -0.25948 8.45923 8.74258
C: 3.06588 -1.90631 5.72899
C: 3.07935 -2.06500 4.40116
C: 2.90234 -3.41082 3.75675
O: 2.92860 -3.45100 2.53703
C: 2.72489 -4.56897 4.60624
C: 2.71100 -4.41674 5.93952
C: 2.87174 -3.06566 6.58764
O: 2.82938 -3.01023 7.79925
O: 2.55847 -5.42851 6.77688
O: 3.23030 -1.05283 3.54512
H: 3.18913 -0.94211 6.20232
H: 2.61437 -5.53353 4.13134
H: 2.58522 -5.04680 7.67628
H: 3.16710 -1.44831 2.65261
C: -0.54597 3.86622 -4.09469
C: -0.85234 2.75895 -3.40847
C: -1.28792 1.49597 -4.09638
O: -1.52851 0.51620 -3.40083
C: -1.39624 1.49135 -5.53593
C: -1.09180 2.60043 -6.23066
C: -0.63241 3.86279 -5.54669
O: -0.35821 4.81505 -6.24578
O: -1.16891 2.66556 -7.54522
O: -0.78894 2.69393 -2.08128
H: -0.22905 4.77929 -3.61118
H: -1.72404 0.57954 -6.01629
H: -0.89524 3.57131 -7.79450
H: -1.04922 1.78701 -1.84071



No. 2
DFT (wB97M-V/def2-TZVPD) results for a cluster of 10 separate species, C35H57F3O30 in total in a non-equilibrium geometry.

Results
HOMO level   -10.696 eV
Charge   0

Cartesian coordinates (Å):
O: 1.15034 1.86593 0.34434
C: 0.48950 0.84927 0.12260
O: -0.78079 0.92845 -0.20320
C: -1.27446 -0.34270 -0.47911
C: -0.15137 -1.19755 0.10821
F: 0.10666 -2.28886 -0.68595
O: 0.97311 -0.36937 0.05029
H: -2.25800 -0.37268 -0.01025
H: -1.27870 -0.49435 -1.55850
H: -0.34727 -1.51496 1.13241
O: -2.07910 6.58152 -3.00365
C: -1.81691 5.44684 -2.51856
O: -1.25268 4.51357 -3.19073
C: -1.13127 3.35163 -2.34811
C: -0.98545 3.97457 -1.03874
F: 0.32334 4.36225 -0.76433
O: -1.84773 5.09175 -1.20764
H: -2.03059 2.74299 -2.44233
H: -0.31098 2.68432 -2.61255
H: -1.33689 3.21269 -0.34296
O: -3.89888 -1.25233 -1.87559
C: -4.52852 -2.12301 -1.24800
O: -5.71613 -1.99573 -0.79719
C: -6.06049 -3.16122 -0.12315
C: -5.09954 -4.14361 -0.73245
F: -5.74135 -4.71823 -1.77198
O: -4.10753 -3.34935 -1.20670
H: -5.73646 -3.03413 0.90978
H: -7.11964 -3.41211 -0.18107
H: -4.82222 -4.86266 0.03837
C: 3.03593 0.19266 -2.65378
C: 1.65373 0.23532 -3.43656
O: 1.12216 -1.06133 -3.58632
C: -0.02617 -1.26526 -4.15210
O: -0.70449 -0.49841 -4.73928
O: -0.43777 -2.39840 -3.63771
C: -1.69883 -2.91402 -3.84108
H: 3.57449 -0.72537 -2.88890
H: 2.90829 0.12712 -1.57327
H: 3.71579 0.99379 -2.94376
H: 1.84553 0.62611 -4.43586
H: 0.92721 0.89600 -2.96351
H: -1.90007 -3.53619 -2.96900
H: -1.62711 -3.54532 -4.72675
H: -2.38702 -2.06946 -3.87610
C: -1.16421 -6.55424 0.38537
C: -1.53166 -5.10196 0.62248
O: -1.65822 -4.71594 1.97268
C: -2.39689 -3.59518 2.24939
O: -2.87858 -2.81875 1.40899
O: -2.52829 -3.53939 3.62881
C: -3.15227 -2.46201 4.21081
H: -0.29426 -7.02418 0.84412
H: -1.15968 -6.82957 -0.66928
H: -1.99386 -7.14815 0.76884
H: -2.40855 -4.97742 -0.01284
H: -0.74838 -4.48529 0.18167
H: -3.82843 -2.05149 3.46090
H: -2.44162 -1.77218 4.66602
H: -3.73457 -2.74040 5.08919
C: 4.95911 0.10281 2.30355
C: 3.45475 0.28046 2.28472
O: 3.07680 -0.08398 3.56768
C: 1.83517 -0.50462 3.82036
O: 0.93375 -0.71533 3.02865
O: 1.69190 -0.44662 5.15212
C: 0.46003 -0.83340 5.76038
H: 5.17126 -0.87791 2.72930
H: 5.54117 0.79955 2.90675
H: 5.29916 0.29412 1.28578
H: 2.97838 -0.38668 1.56632
H: 3.15430 1.31071 2.09395
H: 0.58285 -1.19265 6.78212
H: -0.00381 -1.73029 5.34986
H: -0.27755 -0.03198 5.71787
C: 3.92311 5.57468 2.26683
C: 3.17175 4.94464 3.50192
O: 2.30887 3.92684 3.01257
C: 1.45152 3.52488 3.81811
O: 1.25326 3.75736 4.99798
O: 0.57848 2.87709 3.02486
C: -0.65212 2.37513 3.56237
H: 4.69222 4.85679 1.98187
H: 4.53650 6.44773 2.48968
H: 3.30312 5.78560 1.39549
H: 2.54895 5.71899 3.94979
H: 3.87063 4.63686 4.27971
H: -1.47556 3.03933 3.29992
H: -0.64150 2.14128 4.62694
H: -0.90617 1.48605 2.98524
C: 4.75186 2.75429 -0.43160
C: 3.52510 3.54806 -0.72760
O: 3.85052 4.81309 -1.42873
C: 3.98987 4.72736 -2.78528
O: 3.72890 3.77599 -3.50087
O: 4.39908 5.94569 -3.23864
C: 4.78830 5.92633 -4.58551
H: 5.58958 3.45101 -0.46144
H: 4.99999 2.00476 -1.18308
H: 4.64227 2.27066 0.53907
H: 3.15370 3.72203 0.28230
H: 2.74977 3.01128 -1.27426
H: 5.73612 5.38834 -4.56791
H: 5.04737 6.92031 -4.95016
H: 4.04937 5.53543 -5.28499
O: -0.71387 -7.13639 -3.99371
C: 0.28640 -6.53893 -3.54337
O: 0.30649 -5.24400 -3.23772
C: 1.57186 -4.76011 -2.78818
C: 2.34810 -6.10498 -2.76747
O: 1.55613 -7.05911 -3.37242
H: 2.02168 -4.03379 -3.46510
H: 1.72690 -4.35238 -1.78927
H: 2.61042 -6.37428 -1.74435
H: 3.24399 -5.90135 -3.35399
O: -5.70024 -0.84285 3.10562
C: -5.57561 -0.01308 2.18726
O: -4.58799 0.25857 1.39124
C: -5.00178 1.16877 0.38262
C: -6.17263 1.84365 1.00442
O: -6.59768 0.85269 1.94066
H: -4.15249 1.75867 0.03791
H: -5.35778 0.55639 -0.44584
H: -7.06584 1.98265 0.39536
H: -5.98037 2.85381 1.36595



no.,total energy (eV)
1,-102134.53912
2,-106794.20024